{"formula": "C33H38BrO3", "method": "ωB97M-V/def2-TZVPD", "homo_lumo_gap_ev": 3.7, "homo_ev": -2.7, "multiplicity": 1, "e_above_lowest_ev": 0.0000, "charge": -1, "lumo_energy_ev": 0.92, "elements": ["C", "C", "O", "C", "C", "C", "C", "C", "C", "Br", "C", "C", "O", "H", "H", "H", "H", "H", "H", "H", "H", "H", "H", "C", "C", "C", "C", "C", "C", "C", "C", "C", "C", "C", "C", "C", "C", "C", "C", "C", "C", "C", "C", "C", "C", "C", "O", "H", "H", "H", "H", "H", "H", "H", "H", "H", "H", "H", "H", "H", "H", "H", "H", "H", "H", "H", "H", "H", "H", "H", "H", "H", "H", "H", "H"], "coordinates": [[-2.848, -5.751, 2.484], [-2.816, -4.844, 1.270], [-2.745, -3.482, 1.617], [-2.567, -2.729, 0.483], [-2.711, -1.312, 0.642], [-2.718, -0.391, -0.414], [-2.393, -0.765, -1.735], [-2.413, 0.154, -2.756], [-2.783, 1.462, -2.506], [-2.800, 2.703, -3.926], [-3.131, 1.853, -1.226], [-3.092, 0.952, -0.188], [-2.331, -3.232, -0.611], [-3.174, -6.761, 2.236], [-1.866, -5.819, 2.950], [-3.526, -5.353, 3.237], [-1.957, -5.065, 0.622], [-3.719, -4.957, 0.653], [-2.891, -0.954, 1.639], [-2.125, -1.788, -1.931], [-2.152, -0.138, -3.759], [-3.446, 2.869, -1.053], [-3.385, 1.250, 0.804], [-8.925, 1.943, -3.487], [-7.563, 1.578, -2.878], [-6.620, 1.124, -4.008], [-6.948, 2.802, -2.183], [-7.771, 0.482, -1.837], [-7.174, -0.727, -1.924], [-7.377, -1.756, -0.951], [-6.751, -2.977, -1.084], [-6.911, -4.043, -0.175], [-6.318, -5.253, -0.284], [-6.498, -6.335, 0.658], [-5.847, -7.551, 0.435], [-5.991, -8.602, 1.308], [-6.788, -8.471, 2.427], [-7.443, -7.280, 2.670], [-7.303, -6.222, 1.800], [-8.252, -1.461, 0.147], [-8.873, -0.272, 0.291], [-9.794, 0.040, 1.472], [-9.221, 1.236, 2.246], [-9.919, -1.153, 2.439], [-11.194, 0.380, 0.939], [-8.656, 0.773, -0.708], [-9.199, 1.864, -0.599], [-9.610, 2.285, -2.712], [-8.824, 2.730, -4.233], [-9.371, 1.074, -3.970], [-5.635, 0.866, -3.619], [-7.026, 0.258, -4.532], [-6.487, 1.918, -4.741], [-5.988, 2.543, -1.737], [-6.786, 3.615, -2.890], [-7.603, 3.158, -1.388], [-6.522, -0.943, -2.749], [-6.105, -3.134, -1.930], [-7.561, -3.889, 0.661], [-5.672, -5.435, -1.123], [-5.224, -7.654, -0.437], [-5.477, -9.529, 1.118], [-6.900, -9.294, 3.112], [-8.065, -7.171, 3.544], [-7.820, -5.302, 2.010], [-8.415, -2.221, 0.885], [-9.156, 2.112, 1.602], [-9.844, 1.483, 3.104], [-8.219, 1.012, 2.610], [-10.339, -2.025, 1.936], [-8.949, -1.421, 2.860], [-10.579, -0.902, 3.268], [-11.603, -0.458, 0.376], [-11.879, 0.605, 1.754], [-11.151, 1.242, 0.275]], "lowdin_charge": [-0.0704, -0.2789, -0.0329, -0.5399, -0.0492, -0.2589, -0.0389, -0.1635, -0.7612, 0.6497, -0.1814, -0.0626, -0.0222, 0.0605, 0.0665, 0.0705, 0.1176, 0.1009, 0.0749, 0.0832, 0.0852, 0.0847, 0.0967, -0.0453, -0.5215, -0.0596, -0.0297, -0.0734, 0.0474, -0.1834, 0.0159, -0.0707, -0.0302, -0.2214, -0.0432, -0.0931, -0.0981, -0.0863, -0.0242, 0.0433, -0.0728, -0.5282, -0.0411, -0.0686, -0.0447, -0.2953, 0.0223, 0.0717, 0.0805, 0.0839, 0.0716, 0.0820, 0.0824, 0.0775, 0.0849, 0.0743, 0.1100, 0.1257, 0.0815, 0.1171, 0.1123, 0.0998, 0.0963, 0.1008, 0.1015, 0.0843, 0.0755, 0.0798, 0.0907, 0.0818, 0.0853, 0.0804, 0.0857, 0.0795, 0.0747]}

---

{"formula": "C47H37BClCsIN9OS3", "method": "ωB97M-V/def2-TZVPD", "homo_lumo_gap_ev": 6.3, "homo_ev": -2.7, "multiplicity": 1, "e_above_lowest_ev": 1.1007, "charge": -2, "lumo_energy_ev": 3.54, "elements": ["Cs", "C", "C", "C", "C", "N", "N", "B", "N", "N", "C", "C", "C", "C", "C", "C", "C", "C", "C", "C", "N", "N", "C", "C", "C", "C", "C", "C", "C", "C", "C", "C", "C", "C", "C", "C", "C", "C", "H", "H", "H", "H", "H", "H", "H", "H", "H", "H", "H", "H", "H", "H", "H", "H", "H", "H", "H", "H", "H", "H", "H", "H", "H", "H", "H", "H", "Cl", "C", "C", "C", "I", "C", "O", "C", "N", "C", "C", "C", "C", "H", "H", "H", "H", "S", "C", "S", "C", "N", "N", "C", "C", "C", "C", "C", "C", "S", "H", "H", "H", "H", "H"], "coordinates": [[0.539, 1.528, -0.483], [-2.279, -3.254, 1.348], [-1.068, -2.800, 0.608], [-0.650, -3.123, -0.661], [0.565, -2.427, -0.830], [0.848, -1.737, 0.275], [-0.139, -1.972, 1.144], [-0.186, -1.497, 2.610], [-1.240, -0.370, 2.769], [-1.289, 0.686, 1.954], [-2.324, 1.428, 2.332], [-2.969, 0.821, 3.431], [-2.239, -0.319, 3.686], [-2.424, -1.325, 4.775], [-2.605, 2.730, 1.720], [-1.602, 3.415, 1.030], [-1.826, 4.676, 0.506], [-3.064, 5.284, 0.660], [-4.069, 4.616, 1.346], [-3.844, 3.352, 1.868], [1.194, -1.048, 3.117], [1.835, 0.033, 2.660], [3.004, 0.086, 3.285], [3.121, -1.001, 4.181], [1.947, -1.704, 4.038], [1.529, -2.959, 4.734], [4.001, 1.122, 3.004], [3.940, 1.870, 1.828], [4.908, 2.814, 1.536], [5.958, 3.038, 2.416], [6.024, 2.309, 3.595], [5.055, 1.361, 3.886], [1.476, -2.466, -1.973], [1.502, -3.579, -2.815], [2.399, -3.656, -3.869], [3.284, -2.616, -4.111], [3.255, -1.496, -3.292], [2.363, -1.422, -2.235], [-2.937, -3.795, 0.675], [-2.821, -2.401, 1.764], [-2.006, -3.914, 2.176], [-1.173, -3.742, -1.371], [-0.539, -2.422, 3.283], [-3.828, 1.174, 3.980], [-3.266, -1.035, 5.403], [-1.527, -1.384, 5.394], [-2.616, -2.320, 4.370], [-0.629, 2.958, 0.940], [-1.021, 5.189, -0.007], [-3.244, 6.271, 0.251], [-5.036, 5.089, 1.480], [-4.638, 2.841, 2.398], [3.951, -1.254, 4.820], [2.334, -3.303, 5.383], [1.298, -3.744, 4.013], [0.638, -2.794, 5.343], [3.124, 1.701, 1.143], [4.841, 3.379, 0.613], [6.717, 3.776, 2.186], [6.835, 2.481, 4.294], [5.114, 0.802, 4.812], [0.818, -4.398, -2.629], [2.413, -4.539, -4.498], [3.994, -2.681, -4.927], [3.933, -0.671, -3.481], [2.345, -0.544, -1.604], [5.244, 5.920, -4.865], [4.239, 5.213, -3.614], [4.104, 5.868, -2.415], [3.308, 5.322, -1.417], [3.084, 6.356, 0.409], [2.596, 4.105, -1.526], [1.878, 3.617, -0.615], [2.753, 3.449, -2.825], [2.058, 2.307, -2.995], [2.131, 1.668, -4.136], [2.932, 2.107, -5.203], [3.646, 3.265, -5.062], [3.570, 3.996, -3.855], [4.614, 6.806, -2.245], [1.530, 0.767, -4.226], [2.977, 1.530, -6.118], [4.265, 3.636, -5.868], [-5.519, -2.855, -5.483], [-4.453, -2.218, -4.371], [-3.234, -1.064, -4.790], [-2.750, -0.893, -3.032], [-3.491, -1.666, -2.305], [-4.415, -2.405, -3.028], [-5.248, -3.249, -2.251], [-5.525, -2.854, -0.941], [-6.288, -3.662, -0.116], [-6.790, -4.869, -0.580], [-6.518, -5.257, -1.883], [-5.748, -4.463, -2.719], [-1.541, 0.166, -2.604], [-5.115, -1.922, -0.585], [-6.483, -3.350, 0.903], [-7.375, -5.509, 0.069], [-6.905, -6.197, -2.259], [-5.533, -4.783, -3.723]], "lowdin_charge": [1.1327, -0.0190, -0.2710, 0.0086, -0.2806, 0.1076, 0.0186, -0.5202, 0.0189, 0.0930, -0.2502, 0.0120, -0.2894, -0.0338, -0.1522, -0.0924, -0.0674, -0.1032, -0.1023, -0.0411, 0.0189, 0.1422, -0.2539, 0.0059, -0.2808, -0.0405, -0.1563, -0.0131, -0.0797, -0.1065, -0.1099, -0.0496, -0.1568, -0.0340, -0.1031, -0.1121, -0.0973, -0.0407, 0.0697, 0.0776, 0.0753, 0.1041, 0.1042, 0.0952, 0.0719, 0.0731, 0.0680, -0.0490, 0.1069, 0.0925, 0.0918, 0.1025, 0.0927, 0.0702, 0.0791, 0.0656, 0.0680, 0.0893, 0.0925, 0.0891, 0.0976, 0.1050, 0.0914, 0.0890, 0.0988, 0.0618, 0.6116, -0.6317, -0.2058, -0.6330, 0.8283, -0.5118, -0.4395, -0.1487, 0.0562, -0.1487, -0.0578, -0.0437, -0.1860, 0.0820, 0.1014, 0.0991, 0.0784, 0.4836, -1.1372, 0.9065, -1.1671, -0.0068, -0.1551, -0.1990, -0.0234, -0.0972, -0.1172, -0.1001, -0.0567, 0.4010, 0.1084, 0.0979, 0.0896, 0.0947, 0.0527]}